Molecular formula: C2H8Cl2NSi
Method: DFT, the ωB97M-V functional and the def2-TZVPD basis

Output
HOMO-LUMO gap in eV: 6.184
Maximum force in eV/Å: 2.3
Relative energy (zero: lowest compared OMol25 entry of this formula, charge and spin) in kcal/mol: 98.45
HOMO energy in eV: -11.88
LUMO in eV: -5.69

The geometry in ORCA input format:
```
! wB97M-V def2-TZVPD RIJCOSX def2/J DEFGRID3
* xyz 1 1
H -2.889 -0.434 -1.953
C 1.801 -0.423 0.540
Cl -1.887 -2.869 0.756
Cl -3.730 0.771 0.606
H 1.778 -0.896 1.463
N 2.423 0.648 0.337
H -0.702 2.025 0.113
Si -2.359 0.390 -0.862
H 2.709 1.324 1.050
H 2.722 0.946 -0.592
C -0.825 1.216 -0.623
H -0.574 -2.723 0.653
H 1.486 -0.974 -0.288
H 0.048 1.001 -1.201
*
```